Density functional theory data (ωB97M-V/def2-TZVPD) for a structure of composition C5H6FKO3 in a non-equilibrium geometry.

Calculated values
2S+1: 2
Charge: +1
Energy relative to the best compared isomer or geometry (same formula, charge and spin) in eV: 0.000
HOMO-LUMO gap (alpha / beta) in eV: 8.25 / 8.25
Highest occupied orbital energy (alpha / beta) in eV: -12.0750 / -12.0732

XYZ file:
```
16
Properties=species:S:1:pos:R:3:nbo_charge:R:1
O -1.51050 -1.17973 -0.26256 -0.49
K -2.93391 -4.62874 -2.12410 1.00
O -2.72532 -2.04279 -1.94078 -0.69
C -2.25839 -1.08696 -1.37828 1.01
O -2.45138 0.16381 -1.72884 -0.44
C -1.76684 1.04870 -0.82372 -0.19
H -1.02747 1.62199 -1.39506 0.24
H -2.49385 1.72032 -0.35000 0.24
C -1.15811 0.08154 0.15773 0.62
F -1.40765 0.25755 1.44606 -0.29
H 1.86299 0.59243 0.71858 0.17
C 2.96852 0.78560 0.83620 -0.40
C 3.62539 0.54838 1.96881 -0.37
H 3.45799 1.23201 -0.03267 0.20
H 4.70437 0.70404 2.04634 0.20
H 3.11418 0.18187 2.86227 0.20
```